ORCA calculation (wB97M-V/def2-TZVPD) on a structure of composition C20H24N3NiO3.

```
51
Properties=species:S:1:pos:R:3:forces:R:3:lowdin_spin:R:1
Ni 0.11541 0.50592 -0.22330 0.013 0.591 -0.197 1.0910
O 0.46135 0.92979 1.97309 -0.004 -0.176 0.040 0.0285
O -2.57728 1.52354 -0.59883 0.039 0.055 -0.228 0.1119
O -0.47208 0.73284 -3.51497 0.061 0.151 0.235 0.0118
N 4.29026 0.26294 0.26997 -0.003 -0.013 -0.004 0.0009
N 2.16654 0.25286 -0.25812 -0.002 -0.144 -0.061 0.0077
N -1.07121 -1.16389 -0.18952 -0.040 0.025 0.179 0.0198
C -2.36836 -2.98165 -0.99758 0.064 0.064 -0.040 0.0007
C -3.10773 -2.99943 0.16735 -0.067 -0.067 0.012 -0.0004
C 3.01501 0.24380 0.75769 0.011 -0.007 -0.014 0.0053
C -1.64190 -0.04417 -3.61615 0.010 -0.006 -0.010 0.0013
C -0.52248 -2.00473 -2.41326 -0.088 -0.007 0.033 -0.0030
C 3.73879 -0.23251 3.05911 0.004 -0.003 0.030 0.0004
C 1.30643 0.49527 4.12445 -0.009 0.023 -0.042 0.0018
C -3.28569 2.32227 0.30996 -0.037 -0.030 0.135 0.0167
C 2.32512 0.09426 4.94806 -0.010 -0.003 0.037 0.0006
C 2.72892 0.18878 2.18563 0.035 -0.025 -0.024 -0.0003
C 1.43471 0.55852 2.69455 -0.014 -0.002 0.030 0.0019
C -1.34561 -2.04417 -1.15323 0.021 -0.030 0.031 0.0017
C -2.81367 -2.07921 1.16311 0.037 0.051 0.013 0.0002
C -0.92933 3.32531 -0.76285 0.084 0.098 -0.132 0.1071
C 2.91585 0.26260 -1.41445 -0.042 0.081 0.012 -0.0005
C -1.32490 -1.53840 -3.63274 -0.030 -0.053 0.019 -0.0002
C -1.79076 -1.17848 0.94051 -0.053 -0.034 -0.045 0.0025
C 4.23659 0.27316 -1.10784 0.019 0.002 0.000 0.0000
C 3.57037 -0.28602 4.42721 -0.015 0.008 -0.034 0.0010
C -1.18927 1.84305 -0.79996 0.049 -0.329 0.172 0.5344
H -3.36588 -2.04919 2.09255 -0.005 -0.013 -0.006 0.0001
H 0.32188 -1.33431 -2.24827 -0.006 0.020 -0.019 -0.0027
H -4.25872 1.85069 0.47423 0.004 -0.011 -0.018 0.0005
H -1.51083 -0.42282 1.66730 0.009 -0.013 0.008 0.0011
H -0.13246 -3.00909 -2.60441 0.016 -0.004 0.024 -0.0001
H -1.69015 3.93435 -1.27878 -0.007 -0.063 -0.038 0.0153
H -2.76453 2.39083 1.27502 0.020 -0.012 -0.011 0.0033
H -2.26495 -2.10178 -3.68470 0.003 0.023 -0.052 0.0000
H 5.12094 0.30064 -1.71907 -0.005 -0.003 0.002 0.0001
H -3.90357 -3.72267 0.30138 0.000 0.003 -0.005 0.0000
H -0.82745 3.73569 0.25563 -0.065 0.005 0.006 0.0280
H -3.46173 3.34207 -0.05387 0.028 -0.006 0.001 0.0010
H 5.11648 0.33057 0.83315 -0.002 0.004 0.002 0.0001
H -2.14936 0.20341 -4.55813 -0.018 0.021 0.043 -0.0001
H -0.44765 1.09332 -2.57403 -0.194 -0.196 -0.234 0.0070
H -0.76677 -1.77304 -4.54409 0.075 0.028 0.039 0.0000
H 4.36909 -0.62743 5.07233 -0.001 -0.003 0.001 0.0001
H -2.56545 -3.68409 -1.79795 -0.015 -0.013 0.008 0.0003
H -2.33450 0.18991 -2.79887 0.088 0.016 0.052 0.0010
H 0.02201 3.51716 -1.26652 0.023 0.016 0.053 0.0034
H 0.34303 0.78665 4.52691 0.004 -0.004 0.007 0.0001
H 2.43603 0.28853 -2.37903 0.007 -0.014 -0.003 -0.0012
H 2.16005 0.06314 6.02070 0.006 -0.001 -0.002 0.0000
H 4.68941 -0.56476 2.65064 -0.002 0.000 -0.003 0.0000
```
Forces are in eV/Å.

## Properties
F_max ... 0.62 eV/Å
Expectation value of S² ... 2.018
Energy ... -72784.5565 eV
Net charge ... -1
Highest occupied orbital energy (alpha / beta) ... -1.69 / -2.61 eV
Multiplicity ... 3
Gap between HOMO and LUMO (alpha / beta) ... 4.700 / 5.623 eV


ORCA calculation (wB97M-V/def2-TZVPD) on a cluster of 2 separate species, CH2ClIO in total in a non-equilibrium geometry.

```
6
Properties=species:S:1:pos:R:3:forces:R:3:nbo_charge:R:1
I 2.76225 -0.00739 0.56112 0.772 0.533 0.081 -0.0432
Cl -2.64663 0.57898 0.43484 -0.108 -0.196 0.061 -0.2556
O 0.27066 -0.86199 -0.42278 -1.223 2.124 -2.176 -0.6381
C 1.20015 -1.40385 0.19594 0.932 -1.393 1.247 0.1980
H -2.04338 1.62789 0.04594 0.066 0.260 -0.047 0.2569
H 0.45695 0.06634 -0.81506 -0.439 -1.329 0.834 0.4819
```
Forces are in eV/Å.

## Properties
F_max ... 3.28 eV/Å
Energy ... -23737.3344 eV
Highest occupied orbital energy ... -9.07 eV
Multiplicity ... 1
Gap between HOMO and LUMO ... 9.093 eV


ORCA calculation (wB97M-V/def2-TZVPD) on a cluster of 2 separate species, C3H8O2 in total in a non-equilibrium geometry.

```
13
Properties=species:S:1:pos:R:3:forces:R:3:nbo_charge:R:1
O -6.03280 1.74003 -4.04054 0.990 -0.512 0.531 -0.9404
O -2.10649 -0.97103 -0.63901 2.066 2.194 -0.840 -0.5494
C 0.00000 0.00000 0.00000 0.047 -0.032 0.871 -0.7188
C -1.22468 -0.11380 -0.86216 -1.350 -2.691 0.778 0.5812
C -1.36419 0.99096 -1.84891 -0.384 0.522 -0.832 -0.7262
H -2.02467 1.72452 -1.35673 0.178 -0.058 -0.334 0.2462
H -0.22371 0.97250 0.46990 0.608 -0.120 0.219 0.2309
H 0.98513 0.06523 -0.49181 -0.637 0.090 -0.147 0.2335
H -5.13624 1.60287 -4.42216 -0.971 0.114 0.451 0.4687
H 0.05108 -0.76869 0.78938 -0.214 0.294 -0.450 0.2384
H -0.40703 1.48421 -2.08802 -0.391 -0.239 0.217 0.2229
H -5.98066 1.35041 -3.13847 -0.016 0.386 -0.976 0.4719
H -1.83810 0.66725 -2.79084 0.074 0.051 0.513 0.2410
```
Forces are in eV/Å.

## Properties
F_max ... 3.13 eV/Å
Energy ... -7335.2972 eV
Highest occupied orbital energy ... -9.88 eV
Multiplicity ... 1
SMILES ... CC(C)=O.O
Gap between HOMO and LUMO ... 10.461 eV


ORCA calculation (wB97M-V/def2-TZVPD) on a cluster of 2 separate species, C3H4Cl2 in total in a non-equilibrium geometry.

```
9
Properties=species:S:1:pos:R:3:forces:R:3:nbo_charge:R:1
Cl -1.27352 -1.89712 2.83413 -0.260 0.100 0.128 0.0458
Cl 1.33637 -1.61681 3.69102 0.798 0.753 0.865 0.0997
C 0.57439 -0.39340 0.13156 -1.109 -0.427 -0.240 -0.4195
C 0.32894 -2.45358 2.69125 -0.589 -0.880 -0.927 -0.1436
C -0.34020 0.55635 -0.06563 -1.699 0.436 0.323 -0.3921
H -1.44303 0.19364 -0.13492 2.008 0.896 -0.146 0.1941
H 1.63015 -0.21765 0.33384 -0.249 -0.102 -0.220 0.2044
H 0.15141 -1.43307 0.08725 1.031 0.943 0.207 0.2076
H -0.19929 1.68517 -0.06395 0.070 -1.718 0.009 0.2034
```
Forces are in eV/Å.

## Properties
F_max ... 2.20 eV/Å
Energy ... -28216.5913 eV
Highest occupied orbital energy ... -9.50 eV
Multiplicity ... 1
Gap between HOMO and LUMO ... 8.568 eV


> Which of these has the highest energy?

C3H8O2